Record 1
13
Properties=species:S:1:pos:R:3 method="wB97M-V/def2-TZVPD" e_tot_ev=-6218.4474 spin_multiplicity=1 de_lowest_kcal_mol=78.4 homo_ha=-0.29904 homo_lumo_gap_ev=9.163
C 0.18071 -0.64348 1.20739
C -0.92496 -0.84156 -1.17185
C 0.85838 1.83073 0.01777
H 0.14690 -1.78346 1.06153
H -0.53915 -0.29244 2.01426
H 1.28482 -0.36189 1.45399
H -0.44176 -1.07913 -2.18608
H -1.39892 -1.78890 -0.80293
H -1.77286 -0.19415 -1.41590
H 0.88575 1.84200 1.18607
H 1.30532 2.68575 -0.41610
N 0.01298 -0.27374 -0.21135
N 0.40277 0.90026 -0.73680

Record 2
16
Properties=species:S:1:pos:R:3 method="wB97M-V/def2-TZVPD" e_tot_ev=-4342.2262 spin_multiplicity=1 de_lowest_kcal_mol=7.0 homo_ha=-0.42490 homo_lumo_gap_ev=12.738
C -1.18631 1.24950 2.00920
C -1.28352 1.41946 0.50570
H -2.12568 0.81068 2.35133
H -0.38890 0.59784 2.36470
H -1.13077 2.18866 2.56072
H -2.29200 1.77215 0.29206
H -0.60182 2.15594 0.08094
H -1.15754 0.46665 0.00456
C 1.42005 -0.79538 -0.71499
C 1.10264 -1.83604 -1.77136
H 1.67498 -1.20359 0.25787
H 2.30891 -0.22834 -1.00640
H 0.62092 -0.07636 -0.64423
H 1.90599 -2.11755 -2.44402
H 0.32367 -1.60027 -2.49137
H 0.80937 -2.80337 -1.35471

Record 3
12
Properties=species:S:1:pos:R:3 method="wB97M-V/def2-TZVPD" e_tot_ev=-17122.8546 spin_multiplicity=1 de_lowest_kcal_mol=121.7 homo_ha="-0.27730 / -0.29708" homo_lumo_gap_ev="6.704 / 7.697"
C 1.89513 -1.08647 0.25855
C -0.31983 1.60742 -0.29595
C 1.03103 -0.62103 -0.65728
C 0.37060 0.58498 -0.52107
O -1.77017 -0.89360 -0.28995
S -2.65118 0.09395 0.37820
H 2.39827 -2.02908 0.12784
H 2.10740 -0.53549 1.15880
H -1.41684 1.38627 0.12713
H -0.19117 2.65568 -0.45744
H 0.82137 -1.17881 -1.56050
H -2.27461 0.01619 1.73166